Entry 1:
Here is a cluster of 7 separate species, C32H64F2N3O11 in total from OMol25. Energies are from ωB97M-V with the def2-TZVPD basis set.

The value obtained for the molecular weight is 704.87 g mol⁻¹. The energy is -66650.3558 eV. The calculation puts the HOMO energy at -5.03 eV. Its lowest unoccupied orbital energy is 2.25 eV. Its charge is -1.

Last column: Mulliken charge in e.
Geometry (Å):
O (-1.70396, 1.49177, 2.96691)  -0.80
C (-1.93092, 1.14524, 1.78596)  0.09
O (-1.23673, 1.32768, 0.76817)  -0.65
C (-3.23903, 0.35147, 1.56912)  0.37
C (-2.91693, -1.15026, 1.50489)  -0.73
C (-2.55737, -1.72415, 2.87582)  -0.76
C (-1.75579, -3.03856, 2.79158)  -0.70
N (-0.60505, -3.03939, 3.71677)  -0.39
C (0.60490, -3.69596, 3.19050)  -0.68
C (1.75937, -2.76316, 2.90186)  1.22
C (2.99791, -2.97161, 3.50081)  -0.83
C (4.08809, -2.15963, 3.22742)  -0.89
C (3.97458, -1.11194, 2.32437)  -0.76
C (2.73972, -0.89080, 1.72181)  -0.18
C (1.64932, -1.69765, 2.00868)  -0.07
O (0.45984, -1.43602, 1.35959)  -0.35
N (-4.19949, 0.62709, 2.63272)  -0.29
N (-5.26936, 1.53050, 2.19990)  0.20
C (-5.88516, 2.07241, 3.36811)  0.51
O (-5.97008, 3.22385, 3.62134)  -0.48
F (-6.36024, 1.15042, 4.21487)  -0.22
C (-6.22675, 0.80813, 1.43890)  0.53
O (-7.12938, 0.15394, 1.84090)  -0.50
F (-6.02333, 0.91204, 0.11464)  -0.21
H (-3.63847, 0.63434, 0.59719)  0.34
H (-2.08765, -1.25768, 0.80406)  0.04
H (-3.78451, -1.67828, 1.09696)  0.38
H (-3.47932, -1.88202, 3.43488)  0.41
H (-1.94997, -1.00631, 3.42998)  0.48
H (-1.42753, -3.17876, 1.76340)  0.29
H (-2.43813, -3.86719, 3.01641)  0.46
H (-0.89652, -3.60821, 4.50026)  0.25
H (0.37327, -4.23630, 2.26538)  0.25
H (0.97553, -4.43911, 3.89942)  0.40
H (3.12348, -3.78598, 4.20557)  0.32
H (5.03773, -2.32585, 3.71412)  0.47
H (4.79750, -0.46654, 2.05881)  0.51
H (2.59394, -0.09310, 1.00488)  0.51
H (-0.05579, -0.81169, 1.89092)  0.02
H (-3.71561, 1.01597, 3.43958)  0.37
C (-6.83148, 1.96465, -3.80053)  -1.02
C (-8.05316, 2.76472, -3.36937)  0.29
C (-7.61557, 4.05047, -2.69063)  -0.62
O (-8.87433, 1.98102, -2.50389)  -0.57
H (-6.23169, 1.68353, -2.93114)  0.12
H (-7.13048, 1.04136, -4.29855)  0.33
H (-6.20397, 2.54142, -4.48158)  0.36
H (-8.67567, 2.99974, -4.23438)  0.31
H (-7.02086, 3.81478, -1.80691)  -0.29
H (-8.47705, 4.63305, -2.35881)  0.35
H (-7.00930, 4.66751, -3.35441)  0.36
H (-8.34891, 1.75415, -1.72809)  0.35
C (-0.12020, 0.08808, -1.84526)  -0.85
C (-0.45131, -0.45757, -3.22369)  0.39
C (0.10332, 0.43512, -4.32521)  -1.14
O (-1.86804, -0.59807, -3.37360)  -0.55
H (-0.56347, 1.07419, -1.69593)  0.35
H (-0.52096, -0.55228, -1.06278)  -0.02
H (0.95905, 0.17136, -1.70186)  0.31
H (-0.04118, -1.46396, -3.33388)  0.27
H (-0.33590, 1.43490, -4.26004)  0.37
H (-0.14723, 0.03224, -5.30960)  0.28
H (1.18757, 0.53047, -4.25560)  0.26
H (-2.25210, 0.27852, -3.26587)  0.35
C (4.79970, 0.07512, -7.65907)  -1.35
C (3.67653, -0.18881, -6.66655)  0.46
C (2.51107, -0.91196, -7.32468)  -1.12
O (3.23420, 1.03380, -6.08369)  -0.52
H (4.44405, 0.71436, -8.47220)  0.35
H (5.62633, 0.59213, -7.17110)  0.32
H (5.17532, -0.85396, -8.09088)  0.37
H (4.05594, -0.78873, -5.83827)  0.27
H (2.09053, -0.30035, -8.12820)  0.32
H (1.71773, -1.09334, -6.60008)  0.18
H (2.82409, -1.86813, -7.74729)  0.38
H (2.88730, 1.59178, -6.78768)  0.33
C (6.81934, -5.84941, 1.28215)  -1.36
C (5.38336, -5.93605, 1.78009)  0.59
C (4.78016, -7.30504, 1.49810)  -1.39
O (4.59259, -4.91476, 1.18922)  -0.45
H (6.85396, -5.99658, 0.19888)  0.34
H (7.23475, -4.86398, 1.49410)  0.32
H (7.45180, -6.60461, 1.75271)  0.38
H (5.35855, -5.74146, 2.85377)  0.25
H (4.75658, -7.49386, 0.42106)  0.35
H (3.75368, -7.34951, 1.86240)  0.32
H (5.35529, -8.10110, 1.97477)  0.38
H (4.58822, -5.04979, 0.23554)  0.28
C (-3.91840, 7.55333, -0.69259)  -1.44
C (-4.92408, 6.49611, -1.12204)  0.50
C (-5.19242, 5.49329, -0.01195)  -0.85
O (-4.45034, 5.81276, -2.28429)  -0.54
H (-2.96333, 7.08614, -0.43916)  0.35
H (-3.73652, 8.25885, -1.50447)  0.34
H (-4.27198, 8.10645, 0.17890)  0.37
H (-5.85832, 6.98018, -1.41374)  0.30
H (-4.27184, 4.96488, 0.24936)  0.32
H (-5.90959, 4.74339, -0.33703)  -0.07
H (-5.57757, 5.98208, 0.88409)  0.39
H (-3.62430, 5.37680, -2.04724)  0.35
C (7.72402, 0.56874, 5.88582)  -1.33
C (7.48351, 0.07322, 4.46688)  0.41
C (7.99038, 1.07267, 3.43691)  -1.35
O (6.09985, -0.18976, 4.26027)  -0.41
H (7.18511, 1.50465, 6.05594)  0.36
H (7.35668, -0.15834, 6.61033)  0.32
H (8.78515, 0.74317, 6.07299)  0.38
H (7.98926, -0.88378, 4.32495)  0.24
H (7.45868, 2.02265, 3.53786)  0.34
H (7.81256, 0.70239, 2.42699)  0.33
H (9.05879, 1.26134, 3.55625)  0.41
H (5.61441, 0.63496, 4.37610)  0.29

Cartesian forces, eV/Å:
0.0 0.0 0.2
0.1 0.4 0.0
0.1 -0.1 0.0
0.3 0.1 -0.2
-0.3 0.3 0.3
0.3 -0.2 -0.2
-0.5 0.4 0.1
0.0 -0.7 -0.2
0.1 0.2 -0.3
0.0 0.0 0.1
0.1 0.2 0.0
0.3 0.1 -0.1
-0.8 -0.2 -0.2
0.2 0.0 0.0
0.0 0.2 0.1
0.0 -0.3 0.2
-0.8 -1.5 -0.2
-0.1 0.6 -0.1
-0.1 0.4 0.2
0.0 -0.3 -0.1
0.2 0.0 0.0
-0.3 -0.8 0.2
0.0 0.4 -0.2
0.3 0.2 0.3
-0.1 0.2 0.1
0.0 -0.1 -0.1
0.0 -0.1 -0.1
0.0 0.1 0.2
0.0 0.1 0.0
0.3 0.0 0.0
0.1 -0.2 0.0
0.1 0.3 0.2
0.0 -0.1 0.0
-0.1 0.0 0.1
-0.1 -0.1 0.0
0.0 -0.1 0.1
0.2 -0.1 0.2
0.0 0.1 0.0
0.0 0.2 -0.2
0.3 0.6 -0.3
-0.1 -0.2 -0.2
0.5 -0.1 0.2
-0.3 0.1 0.1
-0.1 0.1 -0.1
0.0 0.1 0.0
0.0 0.0 0.0
0.0 0.0 0.0
-0.1 -0.1 0.0
0.1 0.0 -0.1
0.0 0.0 0.0
0.1 0.0 0.0
0.0 0.0 0.0
0.0 -0.2 -0.1
0.0 0.5 0.2
0.0 -0.2 -0.2
0.0 -0.2 -0.2
0.0 0.0 0.0
0.0 0.0 0.0
0.0 0.0 0.0
-0.1 -0.1 0.0
0.0 0.0 0.1
0.0 0.0 0.0
0.0 0.0 0.0
0.0 0.0 0.1
0.1 0.0 0.1
-0.1 0.1 -0.4
-0.1 -0.1 0.1
0.1 -0.1 0.2
0.0 -0.1 0.0
0.0 0.0 0.0
0.0 0.0 0.0
0.0 0.1 0.1
0.1 0.0 0.0
0.0 0.0 0.0
0.0 0.0 0.0
0.0 0.0 0.0
0.1 0.1 0.1
0.1 -0.2 -0.4
-0.1 0.0 0.1
0.0 0.0 0.1
0.0 -0.1 0.0
0.0 0.0 0.0
0.0 0.0 0.0
-0.1 0.1 0.0
0.1 0.0 0.0
0.0 0.0 0.0
0.0 0.0 0.0
0.0 0.0 0.0
0.0 0.1 -0.1
0.3 -0.2 0.3
0.0 0.0 0.0
-0.2 0.2 -0.2
0.0 0.0 0.1
0.0 0.0 0.0
0.0 0.0 0.0
0.0 -0.1 -0.1
0.0 0.1 0.1
-0.1 0.0 0.0
0.0 0.0 0.0
0.0 0.0 0.0
0.0 -0.1 0.1
-0.1 0.4 0.1
0.0 -0.1 -0.1
0.3 -0.1 0.1
0.0 0.0 0.0
0.0 0.0 0.0
0.0 0.0 0.0
-0.1 0.0 0.0
0.0 0.0 0.1
0.0 0.0 0.0
0.0 0.0 0.0
-0.1 0.0 0.0

***

Entry 2:
Here is a cluster of 11 separate species, C32H64INO13P in total from OMol25. Energies are from ωB97M-V with the def2-TZVPD basis set.

The value obtained for the molecular weight is 828.74 g mol⁻¹. The energy is -79707.6514 eV. The calculation puts the HOMO energy at -10.77 eV. Its lowest unoccupied orbital energy is -5.28 eV. The value obtained for the energy relative to the best compared isomer or geometry (same formula, charge and spin) is 0.000 eV. Its charge is +1.

Last column: Mulliken charge in e.
Geometry (Å):
O (4.98667, -5.55202, 0.04823)  -0.16
N (4.74249, -4.48351, -0.30595)  0.31
O (4.58119, -3.64340, 0.86357)  -0.23
P (3.08273, -3.82446, 1.55644)  0.43
C (1.87890, -4.65316, 0.44636)  -0.48
C (0.41626, -4.65906, 1.01782)  0.05
O (-0.03362, -5.61426, 1.49536)  -0.46
I (-0.67093, -2.81060, 0.80605)  0.24
H (2.68736, -2.50457, 1.91159)  0.20
H (3.29944, -4.61190, 2.71927)  0.21
H (1.90001, -4.17605, -0.56191)  0.50
H (2.18002, -5.72406, 0.35518)  0.30
C (-2.71283, -0.93744, 4.18946)  -0.83
C (-1.29307, -0.59994, 4.55567)  0.78
O (-0.34974, -1.05471, 3.93558)  -0.54
C (-1.08551, 0.32665, 5.72457)  -1.12
H (-2.71501, -1.61179, 3.33262)  0.12
H (-3.20601, -1.43294, 5.02524)  0.35
H (-3.25457, -0.03029, 3.92267)  0.31
H (-1.50790, -0.11480, 6.62855)  0.34
H (-1.55701, 1.28993, 5.52372)  0.32
H (-0.01808, 0.48374, 5.87693)  0.31
C (0.22184, 2.31285, -2.25242)  -0.84
C (0.01382, 1.15948, -1.30811)  0.78
O (-0.25224, 0.04793, -1.71831)  -0.59
C (0.14917, 1.44001, 0.16797)  -0.90
H (0.09450, 1.96686, -3.27833)  0.30
H (-0.51269, 3.09558, -2.05243)  0.49
H (1.23276, 2.70905, -2.13890)  0.04
H (-0.58806, 2.18382, 0.47461)  0.34
H (1.15659, 1.79842, 0.38814)  0.29
H (-0.02591, 0.52160, 0.72952)  0.11
C (-7.01868, -2.20104, 3.21043)  -1.14
C (-6.58016, -0.83319, 3.66898)  0.82
O (-5.62678, -0.69173, 4.40694)  -0.54
C (-7.37326, 0.34694, 3.17397)  -1.07
H (-6.36097, -2.95531, 3.64183)  0.29
H (-8.03980, -2.39519, 3.54225)  0.36
H (-6.96067, -2.26531, 2.12242)  0.32
H (-8.40962, 0.26528, 3.50430)  0.36
H (-7.33002, 0.39372, 2.08424)  0.38
H (-6.94940, 1.26360, 3.58070)  0.22
C (2.51705, -8.92811, -2.32208)  -0.96
C (3.48909, -8.11413, -3.14231)  0.79
O (3.11277, -7.42294, -4.06037)  -0.54
C (4.94798, -8.19880, -2.76756)  -0.94
H (1.50716, -8.77276, -2.70011)  0.29
H (2.76069, -9.98879, -2.39936)  0.35
H (2.55364, -8.61213, -1.27683)  0.19
H (5.29889, -9.22751, -2.86347)  0.35
H (5.08737, -7.84904, -1.74257)  0.18
H (5.53063, -7.56655, -3.43650)  0.28
C (4.26237, 0.95749, -4.79259)  -1.22
C (4.27344, 1.62806, -3.44726)  1.01
O (4.79129, 2.71113, -3.27972)  -0.58
C (3.61061, 0.89582, -2.30564)  -1.06
H (4.77056, 1.59068, -5.51652)  0.27
H (4.78516, 0.00507, -4.73516)  0.35
H (3.23184, 0.80331, -5.12258)  0.42
H (4.10600, -0.06298, -2.14038)  0.45
H (2.55359, 0.74069, -2.52928)  0.10
H (3.69300, 1.49362, -1.39681)  0.27
C (-8.82972, 5.27058, 3.13276)  -1.11
C (-9.03199, 4.11255, 4.07711)  0.85
O (-9.30621, 3.00594, 3.66819)  -0.53
C (-8.87885, 4.38912, 5.55146)  -1.11
H (-8.96989, 4.92928, 2.10778)  0.29
H (-9.55833, 6.05508, 3.34394)  0.34
H (-7.81669, 5.66352, 3.23658)  0.32
H (-9.60962, 5.13510, 5.86837)  0.35
H (-7.86798, 4.74352, 5.76103)  0.32
H (-9.05109, 3.47038, 6.11087)  0.29
C (-0.15681, -7.42538, 3.92169)  -0.70
C (0.72126, -8.48639, 4.53747)  0.78
O (1.23164, -8.32934, 5.62317)  -0.55
C (0.93720, -9.75098, 3.74304)  -1.01
H (-0.22438, -6.57471, 4.60021)  0.29
H (0.27283, -7.09052, 2.98302)  0.03
H (-1.15993, -7.82178, 3.75565)  0.35
H (1.41476, -9.51589, 2.78954)  0.24
H (-0.01781, -10.24967, 3.56937)  0.32
H (1.58608, -10.42268, 4.30347)  0.31
C (1.60978, 5.86235, -2.38621)  -1.21
C (0.42577, 6.25328, -1.53758)  1.00
O (-0.61063, 5.61989, -1.56741)  -0.52
C (0.58040, 7.46013, -0.65330)  -1.24
H (1.35967, 4.97896, -2.97273)  0.20
H (1.86271, 6.67552, -3.06872)  0.40
H (2.46516, 5.62981, -1.74922)  0.40
H (0.78773, 8.34217, -1.26032)  0.31
H (1.38927, 7.29548, 0.06212)  0.44
H (-0.34461, 7.62513, -0.10377)  0.28
C (-3.85583, 9.41826, -3.10952)  -1.19
C (-2.52308, 8.75735, -2.86448)  0.82
O (-1.71577, 9.23183, -2.09500)  -0.53
C (-2.23513, 7.48256, -3.61521)  -0.72
H (-3.92706, 10.32232, -2.50597)  0.32
H (-3.94823, 9.69100, -4.16219)  0.33
H (-4.66453, 8.74232, -2.82601)  0.32
H (-2.25607, 7.67093, -4.69059)  0.38
H (-2.97157, 6.72165, -3.35211)  0.30
H (-1.24846, 7.12170, -3.34262)  -0.08
C (9.15880, 0.24754, -6.25157)  -1.17
C (7.97845, 0.64681, -5.40358)  0.79
O (6.94276, 0.01515, -5.42731)  -0.51
C (8.13812, 1.86239, -4.52624)  -0.76
H (8.90465, -0.63993, -6.83000)  0.32
H (9.41219, 1.05474, -6.94087)  0.32
H (10.01441, 0.01798, -5.61413)  0.32
H (8.34717, 2.73966, -5.14069)  0.30
H (8.94983, 1.70287, -3.81394)  0.35
H (7.21532, 2.03547, -3.97330)  0.01

Cartesian forces, eV/Å:
0.0 0.2 -0.9
0.9 -2.0 -0.8
-2.7 1.3 2.0
1.1 0.4 -0.4
0.3 -0.2 -0.2
0.7 2.4 -0.9
-0.7 -1.6 0.6
0.6 -0.5 0.0
0.1 -0.6 -0.1
-0.3 0.4 -0.4
0.0 -0.1 0.7
-0.1 0.7 0.1
0.4 -0.1 -0.2
0.1 -0.1 -0.1
0.0 0.0 0.0
0.4 -0.1 -0.1
0.0 0.0 0.1
-0.2 0.2 0.0
-0.1 -0.1 0.3
-0.2 0.1 0.0
-0.2 -0.1 0.1
-0.1 0.0 0.0
-0.1 -0.3 -0.2
0.0 -0.1 -0.2
0.1 0.0 0.2
-0.1 -0.3 0.0
0.0 0.0 0.1
0.2 0.2 0.1
-0.1 0.2 0.1
0.2 0.1 0.0
-0.1 0.2 0.0
0.0 0.0 0.0
0.3 -0.1 0.2
0.1 0.1 0.1
-0.2 -0.1 -0.1
0.3 0.1 0.2
0.0 0.0 0.0
-0.1 0.0 -0.2
-0.2 0.0 0.0
0.0 0.0 -0.2
-0.2 -0.1 0.0
-0.1 0.0 0.0
-0.2 0.1 -0.2
-0.1 0.1 -0.2
0.0 0.0 0.2
0.1 0.2 -0.2
0.1 0.0 0.0
0.1 0.0 0.2
0.1 -0.2 0.1
0.0 0.0 0.2
0.1 -0.2 0.1
-0.1 0.0 0.0
-0.2 0.3 0.0
0.1 0.2 -0.2
-0.1 -0.1 0.1
0.0 0.2 0.3
0.0 -0.1 0.1
-0.2 0.0 -0.1
0.0 -0.1 0.1
-0.1 -0.1 -0.1
0.1 -0.3 -0.1
0.0 0.0 -0.1
-0.1 -0.2 -0.2
-0.1 -0.2 -0.1
0.1 0.1 0.0
-0.1 -0.3 0.0
0.0 0.0 0.1
0.2 0.1 0.1
-0.1 0.2 0.1
0.2 0.1 0.0
-0.1 0.2 0.0
0.0 0.0 0.0
0.1 0.0 0.4
0.0 0.0 0.3
0.0 0.0 -0.2
0.2 -0.1 0.2
0.0 -0.1 0.0
-0.2 -0.2 -0.1
0.0 0.0 -0.2
-0.2 0.0 -0.1
0.0 0.1 -0.2
0.0 0.1 0.0
-0.2 -0.3 -0.1
-0.2 -0.1 0.2
0.2 -0.1 0.0
-0.2 -0.1 0.2
0.0 0.1 0.0
0.2 0.0 0.1
0.1 0.2 -0.1
0.1 0.0 0.1
0.1 0.1 -0.1
0.0 0.0 -0.1
0.1 0.2 0.2
0.1 0.1 0.1
-0.1 -0.1 -0.1
0.2 0.1 0.0
0.0 -0.1 0.0
-0.1 -0.2 0.0
0.0 0.0 -0.2
-0.2 -0.1 0.0
0.0 0.0 -0.2
-0.1 0.0 0.0
-0.2 -0.3 -0.1
-0.1 -0.1 0.0
0.4 0.0 0.0
-0.3 -0.1 0.1
0.0 0.1 0.0
0.2 0.0 0.1
0.1 0.2 -0.1
0.2 0.0 0.1
0.1 0.1 -0.1
0.0 0.0 -0.1

***

Question: Among the records above, which one has the lowest energy?
Answer: C32H64INO13P

***

Question: The highest lowest unoccupied orbital energy belongs to which entry?
Answer: C32H64F2N3O11